8
Properties=species:S:1:pos:R:3:nbo_charge:R:1 method="wB97M-V/def2-TZVPD" homo_ev=-9.3 smiles="S=C(S)C(Cl)Cl" gap_ev=8.36 lumo_energy_ev=-0.9 de_lowest_kcal_mol=6.1 charge=0 total_energy_ha=-1794.1340
Cl 1.47001 1.41024 0.72546 0.02
H 0.52792 0.76052 -1.40405 0.23
C -0.73110 -0.00861 0.15638 -0.33
H -2.96589 0.17851 -0.10378 0.16
S -2.02265 0.74474 -0.87046 0.07
Cl 1.58247 -1.17415 -0.86426 0.02
C 0.66941 0.28788 -0.41929 -0.29
S -1.04510 -1.15899 1.21077 0.13

***

7
Properties=species:S:1:pos:R:3:nbo_charge:R:1 method="wB97M-V/def2-TZVPD" homo_ev="-9.4 / -9.3" gap_ev="9.70 / 5.65" lumo_energy_ev="0.3 / -3.6" charge=0 spin_multiplicity=2 s2=0.7551 total_energy_ha=-1457.8571
Cl -2.13149 0.17520 0.24598 0.07
H -0.73944 -1.31062 1.19855 0.23
H 0.63126 0.73645 -0.88432 0.23
Cl 0.73873 2.42349 -0.57385 -0.12
Cl 1.77843 -1.16136 -0.15117 0.08
C 0.45073 -0.17376 -0.19669 -0.23
C -0.72822 -0.68940 0.36150 -0.25

***

9
Properties=species:S:1:pos:R:3:nbo_charge:R:1 method="wB97M-V/def2-TZVPD" homo_ev="-8.7 / -7.5" gap_ev="8.12 / 6.36" lumo_energy_ev="-0.6 / -1.2" de_lowest_kcal_mol=65.5 charge=0 total_energy_ha=-1910.8043
S 0.45203 -2.50907 0.10582 0.06
N 1.72621 -0.07648 -0.11104 -0.77
C 0.84779 -0.96823 0.09162 0.09
H 1.63090 0.84976 0.09178 0.41
C -1.53892 0.50808 0.12544 -0.21
H 2.73380 -0.39662 -0.27880 0.39
Cl -2.42014 0.03916 -1.35253 0.00
Cl -2.53377 0.44188 1.53755 0.05
Cl -0.89790 2.11152 -0.20983 -0.02

***

9
Properties=species:S:1:pos:R:3:nbo_charge:R:1 method="wB97M-V/def2-TZVPD" homo_ev=-11.4 gap_ev=9.08 lumo_energy_ev=-2.4 de_lowest_kcal_mol=74.8 charge=0 total_energy_ha=-1802.2675
H 0.85116 1.62824 -0.32154 0.23
Cl -1.52962 -1.79644 -0.32792 -0.31
H 0.38557 0.58014 -1.73209 0.23
C 1.88950 -0.87776 0.01483 0.14
C 0.26377 0.80282 -0.68574 -0.57
Si -1.12230 0.06431 0.32823 1.37
N 2.62976 -1.66922 0.35551 -0.46
Cl -2.76267 1.23208 0.09262 -0.32
Cl -0.60518 0.03583 2.27611 -0.31

***

10
Properties=species:S:1:pos:R:3:nbo_charge:R:1 method="wB97M-V/def2-TZVPD" homo_ev=-4.8 gap_ev=7.65 lumo_energy_ev=2.8 de_lowest_kcal_mol=36.4 charge=-1 total_energy_ha=-2006.6590
C -0.33786 0.54411 -0.38474 -0.51
C -0.50182 -0.36540 -1.53637 -0.08
H -1.18495 1.20034 -0.00878 0.28
S -0.80436 -2.30960 -0.78981 1.57
Cl -2.76465 0.26538 -2.21013 -0.53
Cl 0.92369 1.79130 -0.85089 -0.13
O 0.43971 -2.92297 -1.34826 -1.01
H -0.02898 -0.13808 0.39197 0.29
O -0.65421 -1.99425 0.61969 -1.02
Cl 0.48956 -0.26627 -2.82550 0.15

***

10
Properties=species:S:1:pos:R:3:nbo_charge:R:1 method="wB97M-V/def2-TZVPD" homo_ev="-8.5 / -7.6" gap_ev="7.76 / 7.25" lumo_energy_ev="-0.7 / -0.4" de_lowest_kcal_mol=20.0 charge=0 total_energy_ha=-2282.9276
C -1.94043 -0.21294 0.02463 -0.50
Cl 2.40847 -1.68125 -1.25604 -0.34
C -1.27241 1.07546 -0.11965 0.52
Cl 3.23006 1.52309 -0.70097 -0.36
Cl -0.60050 -1.41317 0.26193 -0.04
H -2.39256 -0.41694 -0.84661 0.24
Cl 2.48123 -0.57430 1.85632 -0.38
O -1.61897 2.20970 -0.07652 -0.45
H -2.47779 -0.38972 0.99613 0.27
Si 2.18291 -0.11992 -0.13924 1.05

***

9
Properties=species:S:1:pos:R:3:nbo_charge:R:1 method="wB97M-V/def2-TZVPD" homo_ev="-5.6 / -10.3" gap_ev="6.09 / 7.12" lumo_energy_ev="0.5 / -3.2" de_lowest_kcal_mol=60.0 charge=0 spin_multiplicity=3 s2=2.0118 total_energy_ha=-2207.5957
Cl 1.83103 0.29541 2.34421 -0.37
Cl 0.94264 -2.52369 0.73027 -0.34
C -1.63107 0.81223 -0.10952 -0.55
Cl 2.60143 -0.05376 -0.91929 -0.33
Si 1.45605 -0.59391 0.58040 1.06
H -1.52560 1.06799 0.95781 0.24
Cl -0.56053 -0.16937 -2.28632 0.02
C -0.64036 0.14872 -0.57016 0.01
H -2.47359 1.01639 -0.72739 0.24

***

9
Properties=species:S:1:pos:R:3:nbo_charge:R:1 method="wB97M-V/def2-TZVPD" homo_ev=-10.9 smiles="[H]/N=C/OC(F)(F)Cl" gap_ev=11.68 lumo_energy_ev=0.8 de_lowest_kcal_mol=31.6 charge=0 total_energy_ha=-867.2834
O 0.49742 0.33895 0.01766 -0.60
Cl 2.52423 0.12731 1.44968 0.02
F 0.86829 -1.75541 0.75514 -0.29
C -0.75713 0.38321 -0.83474 0.45
N -0.92814 1.05625 -1.86566 -0.63
C 0.93875 -0.50089 1.04624 0.87
H -1.84691 1.12108 -2.22690 0.38
F 0.05209 -0.34069 2.08326 -0.34
H -1.34860 -0.42983 -0.42469 0.15

***

8
Properties=species:S:1:pos:R:3:nbo_charge:R:1 method="wB97M-V/def2-TZVPD" homo_ev="-9.4 / -8.9" gap_ev="9.60 / 8.40" lumo_energy_ev="0.2 / -0.5" de_lowest_kcal_mol=109.1 charge=0 total_energy_ha=-837.0388
H -1.45797 0.16720 1.41122 0.16
F 0.85553 -2.56508 0.06067 -0.29
F -1.02127 -3.20049 0.83735 -0.34
C -0.60725 0.35658 0.66928 0.06
Cl 0.77369 -2.79560 2.63576 -0.02
C 0.09804 -2.46374 1.06489 0.63
F 0.59637 0.79740 1.06654 -0.34
H -0.46309 -0.30779 -0.19024 0.14

***

8
Properties=species:S:1:pos:R:3:nbo_charge:R:1 method="wB97M-V/def2-TZVPD" homo_ev=-11.7 smiles=FC(F)[C@H](F)Cl gap_ev=12.47 lumo_energy_ev=0.7 de_lowest_kcal_mol=27.4 charge=0 total_energy_ha=-837.1690
C -0.58550 0.37336 -0.03747 0.07
F 0.77334 -1.24389 0.99771 -0.31
F 1.52833 0.48957 -0.17632 -0.34
H 0.69613 -1.04088 -0.97476 0.15
Cl -2.06795 -0.37296 0.11727 0.05
H -0.34980 1.02739 -0.90816 0.21
F -0.56470 1.24229 1.05244 -0.34
C 0.57014 -0.47489 -0.07072 0.51

***

9
Properties=species:S:1:pos:R:3:nbo_charge:R:1 method="wB97M-V/def2-TZVPD" homo_ev=-9.7 smiles=FCC(F)(F)SCl gap_ev=9.30 lumo_energy_ev=-0.4 de_lowest_kcal_mol=14.5 charge=0 total_energy_ha=-1235.3455
F 0.59822 0.77961 -1.24800 -0.34
S 1.26121 -1.45182 0.07178 0.15
H -1.33905 -0.60500 -0.81931 0.18
Cl 3.03184 -0.44613 -0.00493 -0.13
F 0.76977 1.08513 0.87508 -0.33
H -1.37138 -0.69009 1.03553 0.18
C 0.25647 0.24340 -0.04135 0.59
C -1.28214 -0.02025 0.07389 0.00
F -1.92492 1.10514 0.05732 -0.30

***

8
Properties=species:S:1:pos:R:3:nbo_charge:R:1 method="wB97M-V/def2-TZVPD" homo_ev="-8.2 / -8.2" gap_ev="8.53 / 8.53" lumo_energy_ev="0.3 / 0.3" de_lowest_kcal_mol=75.2 charge=0 total_energy_ha=-787.8354
Cl -2.48122 0.89307 -0.26887 0.01
H 0.26130 1.32683 0.66397 0.20
O -1.60966 -1.56091 -0.21764 -0.53
H 2.08109 -0.49720 -0.71413 0.50
F 1.01647 -0.40681 1.29548 -0.32
C 0.74148 0.42319 0.27800 0.51
C -1.41071 -0.36726 -0.10327 0.31
O 1.40125 0.18909 -0.93353 -0.67